This record from the OMol25 dataset describes a 2-piece molecular cluster, C5H12OS2 overall in a non-equilibrium geometry. The level of theory is wB97M-V/def2-TZVPD.

## Properties
energy relative to the best compared isomer or geometry (same formula, charge and spin) = 1.135 eV
structure (SMILES) = C=CCO.CCSS
electronic energy = -1069.27848 Ha
gap between HOMO and LUMO = 9.7 eV

Geometry (Å):
C: -3.20 -1.46 -2.14
C: -2.15 -2.10 -1.64
C: -1.12 -1.41 -0.82
O: -0.70 -2.23 0.26
H: -4.03 -1.91 -2.67
H: -3.32 -0.40 -1.93
H: -1.97 -3.16 -1.79
H: -0.27 -1.10 -1.45
H: -1.42 -0.42 -0.46
H: 0.25 -2.14 0.33
C: 0.94 0.61 3.16
C: 0.71 1.40 1.88
S: 1.61 0.63 0.51
S: 1.07 1.85 -1.06
H: 1.99 0.67 3.45
H: 0.67 -0.44 3.05
H: 0.37 0.99 4.00
H: 1.05 2.42 2.01
H: -0.35 1.40 1.60
H: 0.08 1.09 -1.59


This record from the OMol25 dataset describes a 2-piece molecular cluster, C12H26N2O5P2S overall in a non-equilibrium geometry. The level of theory is wB97M-V/def2-TZVPD.

## Properties
structure (SMILES) = O=P(O)(O)CPCCCCCCCSc1nnco1.CCO
electronic energy = -2039.50316 Ha
gap between HOMO and LUMO = 9.1 eV

Geometry (Å):
O: -1.38 0.55 2.48
P: -2.32 1.67 2.57
O: -3.31 1.57 3.81
O: -1.57 3.06 2.80
C: -3.42 1.74 1.15
P: -3.15 3.18 0.01
C: -1.32 3.23 -0.20
C: -0.85 3.37 -1.64
C: 0.68 3.45 -1.79
C: 1.46 2.70 -0.72
C: 1.17 1.20 -0.81
C: 1.59 0.44 0.45
C: 0.76 -0.80 0.66
S: 0.95 -1.94 -0.74
C: -0.61 -1.88 -1.49
N: -1.71 -1.44 -1.00
N: -2.65 -1.58 -2.00
C: -2.05 -2.10 -3.00
O: -0.75 -2.32 -2.76
H: -2.85 1.90 4.59
H: -0.62 2.86 2.77
H: -3.29 0.81 0.61
H: -4.44 1.80 1.50
H: -3.63 2.66 -1.21
H: -0.91 2.33 0.27
H: -0.94 4.06 0.39
H: -1.31 4.27 -2.05
H: -1.21 2.52 -2.21
H: 0.99 4.49 -1.88
H: 0.93 3.00 -2.75
H: 2.52 2.89 -0.87
H: 1.22 3.04 0.28
H: 0.11 1.03 -0.95
H: 1.68 0.78 -1.67
H: 2.63 0.14 0.36
H: 1.54 1.09 1.32
H: 1.06 -1.37 1.53
H: -0.29 -0.56 0.80
H: -2.48 -2.33 -3.95
C: 3.94 -5.47 0.28
C: 2.61 -5.92 0.85
O: 1.87 -4.83 1.38
H: 4.54 -4.98 1.05
H: 4.51 -6.32 -0.11
H: 3.80 -4.76 -0.53
H: 2.76 -6.62 1.67
H: 2.01 -6.42 0.08
H: 1.72 -4.20 0.67


This record from the OMol25 dataset describes C4H12BrMnO2 as an isolated structure in a non-equilibrium geometry. The level of theory is wB97M-V/def2-TZVPD.

## Properties
multiplicity = 6
energy relative to the best compared isomer or geometry (same formula, charge and spin) = 6.064 eV
<S²> = 8.7589
charge = +1
electronic energy = -4034.60908 Ha
gap between HOMO and LUMO (alpha / beta) = 4.9 / 4.5 eV

Geometry (Å):
Mn: 11.69 -2.64 -6.10
Br: 9.66 -1.63 -2.53
C: 5.07 -0.84 2.67
C: 4.43 -1.42 1.45
O: 4.52 -0.59 0.35
H: 6.04 -0.41 2.41
H: 5.35 -1.60 3.41
H: 4.42 -0.12 3.17
H: 3.41 -1.65 1.79
H: 4.84 -2.42 1.30
H: 5.42 -0.61 0.00
C: 9.99 -4.50 3.73
C: 10.86 -5.52 2.93
O: 10.42 -5.72 1.60
H: 8.99 -4.90 3.91
H: 9.97 -3.54 3.22
H: 10.39 -4.31 4.73
H: 10.91 -6.45 3.49
H: 11.86 -5.10 2.90
H: 10.37 -4.89 1.12


This record from the OMol25 dataset describes C9H16F8KNO13PS2 as an isolated structure in a non-equilibrium geometry. The level of theory is wB97M-V/def2-TZVPD.

## Properties
charge = -1
electronic energy = -3922.44035 Ha
gap between HOMO and LUMO = 8.6 eV

Geometry (Å):
K: 0.92 -0.40 0.45
N: 2.92 1.10 -0.58
S: 2.54 2.65 -0.46
O: 1.14 2.92 -0.58
O: 3.52 3.54 -0.99
F: 2.75 2.84 1.12
S: 3.36 1.00 -2.17
O: 4.76 0.99 -2.35
O: 2.53 1.66 -3.12
F: 2.98 -0.55 -2.30
P: 3.03 -2.73 2.37
F: 3.33 -3.93 1.36
F: 3.28 -1.67 1.14
F: 1.45 -2.75 2.04
F: 2.74 -1.46 3.35
F: 2.83 -3.74 3.59
F: 4.61 -2.61 2.76
C: -0.43 -3.41 -4.37
C: -0.02 -1.92 -4.48
O: 0.05 -1.52 -3.11
C: 0.16 -2.61 -2.32
O: 0.43 -2.59 -1.17
O: -0.13 -3.74 -3.03
H: 0.17 -4.01 -5.06
H: -1.49 -3.56 -4.59
H: -0.80 -1.31 -4.93
H: 0.96 -1.79 -4.93
C: -4.28 -0.03 0.91
O: -3.95 0.68 -0.28
C: -2.67 0.59 -0.68
O: -1.80 0.04 -0.07
O: -2.46 1.23 -1.82
C: -3.53 1.42 -2.74
H: -3.45 -0.08 1.60
H: -4.61 -1.04 0.67
H: -5.12 0.49 1.37
H: -4.23 2.18 -2.40
H: -4.08 0.48 -2.89
H: -3.09 1.71 -3.69
C: -0.14 3.78 2.29
O: -0.72 3.08 3.40
C: -0.49 1.79 3.46
O: 0.17 1.15 2.68
O: -1.10 1.27 4.53
C: -0.61 -0.01 4.90
H: 0.90 4.00 2.53
H: -0.71 4.70 2.20
H: -0.18 3.21 1.37
H: 0.48 -0.01 4.98
H: -0.91 -0.78 4.19
H: -1.02 -0.24 5.88


This record from the OMol25 dataset describes C22H24N6O9Pt as an isolated structure in a non-equilibrium geometry. The level of theory is wB97M-V/def2-TZVPD.

## Properties
energy relative to the best compared isomer or geometry (same formula, charge and spin) = 0.990 eV
electronic energy = -1977.56293 Ha
gap between HOMO and LUMO = 7.7 eV

Geometry (Å):
Pt: -0.13 -0.24 0.41
C: 4.47 -1.39 5.28
O: 3.27 -0.97 5.90
C: 2.28 -0.51 5.11
C: 1.14 -0.02 5.79
C: 0.09 0.43 5.07
C: 0.07 0.44 3.65
C: -1.09 0.85 2.94
C: -2.38 1.24 3.60
O: -1.13 0.94 1.68
C: 1.26 0.01 2.96
O: 1.46 0.04 1.68
C: 2.33 -0.50 3.73
H: 5.17 -1.58 6.09
H: 4.87 -0.62 4.63
H: 4.32 -2.31 4.71
H: 1.15 -0.02 6.87
H: -0.77 0.81 5.62
H: -2.39 1.17 4.68
H: -3.15 0.59 3.18
H: -2.63 2.26 3.30
H: 3.20 -0.83 3.18
O: -3.68 -2.44 0.30
C: -2.95 -1.48 0.10
O: -1.66 -1.58 0.02
C: -3.60 -0.12 -0.05
C: -2.95 0.99 -0.58
C: -3.60 2.21 -0.61
C: -4.89 2.38 -0.16
C: -5.53 1.25 0.30
C: -4.92 0.01 0.37
N: -6.94 1.37 0.74
O: -7.45 2.47 0.67
O: -7.49 0.37 1.14
N: -2.86 3.38 -1.11
O: -3.32 4.48 -0.86
O: -1.84 3.18 -1.73
H: -1.95 0.92 -0.98
H: -5.38 3.34 -0.18
H: -5.44 -0.85 0.75
C: 2.12 -1.91 -0.29
N: 0.96 -1.25 -1.00
C: 0.23 -2.33 -1.74
N: 1.11 -3.02 -2.67
C: 2.22 -3.61 -1.93
N: 2.99 -2.60 -1.22
C: 3.50 -1.62 -2.19
N: 2.40 -0.98 -2.93
C: 1.53 -0.30 -2.01
C: 1.65 -2.04 -3.62
H: 1.71 -2.60 0.44
H: 2.68 -1.13 0.23
H: -0.59 -1.86 -2.29
H: -0.19 -3.02 -1.02
H: 2.87 -4.14 -2.63
H: 1.82 -4.33 -1.21
H: 4.15 -2.13 -2.90
H: 4.07 -0.86 -1.67
H: 0.70 0.15 -2.55
H: 2.08 0.48 -1.47
H: 2.31 -2.55 -4.31
H: 0.83 -1.59 -4.18


This record from the OMol25 dataset describes C4H8O2 as an isolated structure in a non-equilibrium geometry. The level of theory is wB97M-V/def2-TZVPD.

## Properties
energy relative to the best compared isomer or geometry (same formula, charge and spin) = 3.983 eV
electronic energy = -307.56606 Ha
gap between HOMO and LUMO = 9.5 eV

Geometry (Å):
C: -0.70 -1.59 1.12
O: -1.11 -0.44 0.42
C: -0.18 -0.05 -0.52
C: -0.45 1.25 -1.14
C: 1.52 0.53 0.33
O: 2.60 0.07 0.43
H: -1.49 -1.83 1.84
H: -0.56 -2.45 0.44
H: 0.24 -1.40 1.66
H: 0.20 -0.88 -1.14
H: -0.17 1.31 -2.20
H: -1.42 1.69 -0.91
H: 0.32 1.99 -0.56
H: 1.21 1.82 0.24


This record from the OMol25 dataset describes a 2-piece molecular cluster, C7H12Cl3FO3S overall in a non-equilibrium geometry. The level of theory is wB97M-V/def2-TZVPD.

## Properties
electronic energy = -2378.14211 Ha
gap between HOMO and LUMO = 9.3 eV

Geometry (Å):
C: 5.52 0.43 -0.70
C: 4.40 1.10 -1.03
C: 3.14 0.34 -1.40
O: 2.30 0.09 -0.23
S: 1.13 -1.01 -0.45
O: 0.97 -1.22 -1.87
O: -0.12 -0.02 -0.01
C: -1.32 -0.78 0.12
C: -2.46 -0.25 -0.76
C: -2.24 1.16 -1.25
F: -2.55 -1.08 -1.89
H: 5.51 -0.35 0.07
H: 6.46 0.63 -1.20
H: 4.39 2.18 -1.05
H: 3.45 -0.58 -1.88
H: 2.58 0.97 -2.09
H: -1.65 -0.85 1.16
H: -1.17 -1.81 -0.22
H: -3.39 -0.35 -0.19
H: -1.86 1.78 -0.44
H: -1.58 1.15 -2.11
H: -3.19 1.58 -1.59
C: -3.75 -0.69 3.81
Cl: -3.89 0.40 5.18
Cl: -3.78 0.21 2.28
Cl: -2.28 -1.66 3.93
H: -4.60 -1.36 3.81


This record from the OMol25 dataset describes C3H2MgO3Tl as an isolated structure in a non-equilibrium geometry. The level of theory is wB97M-V/def2-TZVPD.

## Properties
energy relative to the best compared isomer or geometry (same formula, charge and spin) = 0.000 eV
charge = +1
electronic energy = -713.41544 Ha
gap between HOMO and LUMO (alpha / beta) = 5.0 / 5.9 eV

Geometry (Å):
C: 0.28 1.74 -0.74
C: -0.08 0.35 -0.31
O: 0.94 -0.58 -0.66
C: 1.10 -1.70 0.08
O: 0.39 -1.81 1.10
O: -0.66 2.57 -0.51
Tl: 1.72 -4.01 1.33
H: -0.25 0.36 0.78
H: -0.99 0.17 -0.95
Mg: -2.45 2.92 -0.12


This record from the OMol25 dataset describes a 2-piece molecular cluster, C4H5N3O2 overall in a non-equilibrium geometry. The level of theory is wB97M-V/def2-TZVPD.

## Properties
energy relative to the best compared isomer or geometry (same formula, charge and spin) = 4.210 eV
structure (SMILES) = Cc1nnc[nH]1.O=C=O
electronic energy = -470.08500 Ha
gap between HOMO and LUMO = 8.7 eV

Geometry (Å):
C: 1.25 1.67 0.38
C: 0.05 0.88 0.27
N: -0.79 -0.36 1.29
N: -1.69 -0.69 0.54
C: -1.72 -0.23 -0.66
N: -0.62 0.70 -0.84
H: 1.41 2.31 -0.42
H: 2.05 1.10 0.37
H: 1.16 2.33 1.30
H: -2.54 -0.47 -1.39
H: -0.69 1.04 -1.76
O: 0.97 -2.14 -0.63
C: 0.70 -2.77 0.30
O: 0.46 -3.39 1.24


This record from the OMol25 dataset describes one molecule with the formula C4H8O2. The level of theory is wB97M-V/def2-TZVPD.

## Properties
energy relative to the best compared isomer or geometry (same formula, charge and spin) = 2.211 eV
structure (SMILES) = OCC[C@H]1CO1
electronic energy = -307.63118 Ha
gap between HOMO and LUMO = 11.3 eV

Geometry (Å):
O: -0.35 -0.95 -1.83
C: -0.68 0.39 -1.53
C: 0.00 0.89 -0.22
C: 0.71 -0.22 0.51
C: 0.50 -0.47 1.94
O: -0.12 -1.29 0.96
H: -0.66 -1.49 -1.09
H: -0.36 0.97 -2.40
H: -1.76 0.51 -1.45
H: 0.73 1.68 -0.44
H: -0.75 1.33 0.44
H: 1.65 -0.56 0.08
H: -0.18 0.17 2.51
H: 1.27 -0.96 2.54


This record from the OMol25 dataset describes one molecule with the formula C9H10O2 in a non-equilibrium geometry. The level of theory is wB97M-V/def2-TZVPD.

## Properties
energy relative to the best compared isomer or geometry (same formula, charge and spin) = 7.554 eV
electronic energy = -499.15418 Ha
gap between HOMO and LUMO = 7.2 eV

Geometry (Å):
C: -1.80 0.21 0.54
C: -2.67 -0.57 1.33
C: -1.45 -0.01 2.05
C: -0.54 0.44 -0.10
C: 1.43 -1.11 -0.01
C: -0.08 -0.73 1.97
C: 0.60 -0.04 0.75
C: 2.32 -0.53 -1.05
C: -1.46 1.29 -2.16
O: 1.37 -2.31 0.22
O: -0.32 1.12 -1.24
H: -1.33 0.94 2.64
H: 0.52 -0.69 2.82
H: -0.20 -1.76 1.92
H: 1.15 0.81 1.11
H: 1.97 -0.88 -2.05
H: 3.32 -0.87 -0.82
H: 2.22 0.67 -1.04
H: -0.96 1.72 -3.12
H: -2.19 1.98 -1.51
H: -1.90 0.30 -2.25


This record from the OMol25 dataset describes one molecule with the formula C11H16N2 in a non-equilibrium geometry. The level of theory is wB97M-V/def2-TZVPD.

## Properties
energy relative to the best compared isomer or geometry (same formula, charge and spin) = 3.020 eV
structure (SMILES) = Cc1cccc(N2CCNCC2)c1
electronic energy = -538.15835 Ha
gap between HOMO and LUMO = 8.6 eV

Geometry (Å):
C: 0.91 0.31 4.04
C: 1.27 0.09 2.58
C: 2.53 0.28 2.03
C: 2.67 0.06 0.68
C: 1.58 -0.02 -0.17
C: 0.36 -0.16 0.36
N: -0.71 -0.20 -0.53
C: -1.34 0.98 -0.85
C: -1.46 1.21 -2.39
N: -1.96 0.09 -3.10
C: -1.11 -1.14 -2.70
C: -0.97 -1.42 -1.24
C: 0.29 -0.24 1.69
H: 1.69 0.08 4.81
H: 0.49 1.26 4.35
H: 0.00 -0.26 4.13
H: 3.36 0.47 2.62
H: 3.84 0.12 0.32
H: 1.66 -0.02 -1.28
H: -2.43 1.00 -0.56
H: -0.83 1.85 -0.38
H: -2.27 2.00 -2.47
H: -0.51 1.39 -2.72
H: -2.88 -0.02 -2.88
H: -1.56 -2.02 -3.18
H: -0.15 -1.00 -3.30
H: -0.08 -2.13 -1.16
H: -1.89 -1.85 -0.95
H: -0.52 -0.72 2.24


- The lowest electronic energy belongs to which entry?
  C4H12BrMnO2


- What is the electronic energy in the third record?
  -4034.60908 Ha


- Which formula does entry 7 have?
  C7H12Cl3FO3S


- The lowest electronic energy belongs to which entry?
  C4H12BrMnO2